Record 1
Here is a structure of composition C2H2I2OS in a non-equilibrium geometry from the OMol25 dataset. Energies are from ωB97M-V with the def2-TZVPD basis set.

Element x y z (Å)
C 0.0106 -0.3521 -0.9782
C 0.2447 0.3440 0.3103
O -0.6364 -1.3462 -1.1357
S -1.3297 0.4268 1.4070
I 0.9310 2.4420 0.0563
I 1.8275 -0.8890 1.0734
H 0.4146 0.3210 -1.7952
H -1.4623 -0.9465 1.0622

---

Record 2
Here is a structure of composition C21H31AsCdFN5O4S from the OMol25 dataset. Energies are from ωB97M-V with the def2-TZVPD basis set.

Properties
Charge: +2

Element x y z (Å)
Cd -1.0026 -0.3519 -1.3529
F -6.0960 -3.9020 2.0477
C -4.7945 -4.2372 1.9213
C -3.9423 -3.4109 1.2549
C -2.5947 -3.7766 1.1293
C -1.6851 -2.8940 0.3978
O -2.1066 -1.7833 -0.0017
C -0.3532 -3.3793 0.2400
C 0.0192 -4.5340 0.8641
N -0.8047 -5.3181 1.5825
C -0.3049 -6.5505 2.1626
C 1.0312 -6.5379 2.8369
C -0.2171 -6.6635 3.6564
C -2.1427 -4.9732 1.6995
C -3.0486 -5.8053 2.3803
C -4.3704 -5.4462 2.4948
N -5.2763 -6.3032 3.2032
C -6.3504 -6.8543 2.3852
C -7.0396 -7.9708 3.1432
N -7.5660 -7.4243 4.4456
C -6.4701 -6.7905 5.2630
C -5.7967 -5.7161 4.4340
C 0.7089 -2.6159 -0.5219
O 1.8368 -2.5601 -0.0610
O 0.3167 -2.0832 -1.6329
H -4.2855 -2.4818 0.8214
H 1.0467 -4.8652 0.8018
H -0.5789 -7.4322 1.5964
H 1.5636 -5.5988 2.8945
H 1.6577 -7.4067 2.7012
H -0.5123 -5.7958 4.2310
H -0.4550 -7.6181 4.1040
H -2.7273 -6.7357 2.8235
H -5.9314 -7.2737 1.4713
H -7.0903 -6.0951 2.0918
H -6.3433 -8.7666 3.4010
H -7.8820 -8.3801 2.5895
H -8.0194 -8.1664 4.9805
H -8.2849 -6.7234 4.2482
H -5.7750 -7.5881 5.5186
H -6.9201 -6.3869 6.1676
H -4.9718 -5.3063 5.0156
H -6.5044 -4.8961 4.2399
C 2.5641 0.6424 -1.9101
As 1.8674 1.4581 -0.3213
C 2.6392 3.2015 -0.1352
C 2.4209 0.3878 1.1694
S -0.2625 1.7554 -0.3663
H 3.6514 0.6347 -1.8338
H 2.2542 1.2211 -2.7777
H 2.2005 -0.3835 -1.9688
H 3.7234 3.1201 -0.0798
H 2.2522 3.6600 0.7725
H 2.3513 3.7995 -0.9971
H 3.5068 0.4285 1.2507
H 2.1168 -0.6419 0.9893
H 1.9619 0.7830 2.0728
N -0.9679 -2.1605 -4.2271
C -1.8932 -1.1901 -4.2229
N -2.6228 -0.9902 -5.3328
O -2.1146 -0.4667 -3.2188
H -0.7547 -2.6684 -5.0667
H -0.3822 -2.2915 -3.4078
H -2.4988 -1.5252 -6.1727
H -3.2922 -0.2413 -5.3245

---

Calculated ΔE to the lowest compared entry with this formula, charge and spin in order - 2.75; 0.00 kcal/mol
Calculated HOMO-LUMO gap in order - 0.325; 0.312 Eh